(1)
Here is a cluster of 2 separate species, C13H20OS in total from OMol25. Energies are from ωB97M-V with the def2-TZVPD basis set.

Output
energy relative to the best compared isomer or geometry (same formula, charge and spin)	1.553	eV
SMILES	CSc1ccc(C)cc1.CCCC(C)=O
maximum force	4.65	eV/A
HOMO-LUMO gap	8.76	eV

```
35
C13H20OS ωB97M-V with the def2-TZVPD basis set
H 5.30279 -0.56398 0.92061
C -3.93944 -0.64053 -0.36407
H -2.31732 -2.03274 -0.41424
H 2.95149 -0.78539 0.60058
H -3.87991 2.25439 1.33022
C -1.82762 -0.37768 0.86509
H 4.43819 0.56936 -1.89525
H 0.49374 1.80466 0.23988
H -5.39062 1.71791 -1.54046
H -4.44229 -1.34411 -0.96956
C -2.64066 -1.11721 -0.02785
H 5.57092 -1.35946 -0.85958
O 0.89659 0.17493 -1.39240
H -0.43007 -3.04595 0.12453
H 1.20092 -2.65051 0.49867
C 3.00313 -0.52173 -0.43993
C -3.53447 1.26977 0.98780
C 1.49168 1.47581 0.41432
H 2.87417 -1.26472 -1.18112
H -6.40518 0.50330 -0.62341
H -5.84072 2.00960 0.21919
C -4.29699 0.57799 0.06307
C 5.47034 -0.49284 -0.22542
H -1.84422 1.34146 2.21922
C -2.27740 0.78320 1.42100
C 4.24591 0.22748 -0.80661
C 0.29391 -2.25684 0.16930
H 4.36328 1.31067 -0.33326
H 1.67696 1.08024 1.49368
H 0.43769 -1.69553 -0.79052
H 6.28506 0.19361 -0.35410
S -0.31386 -1.17993 1.50056
H 2.22433 2.38055 0.21437
C 1.72059 0.39691 -0.57900
C -5.56091 1.25731 -0.48532
```

Here are the natural (NBO) charges for atoms 1 to 8, given in e: 0.205 -0.197 0.206 0.223 0.209 -0.151 0.218 0.242

---

(2)
Here is a structure of composition C13H21B12Br7NO4Pd from OMol25. Energies are from ωB97M-V with the def2-TZVPD basis set.

Output
charge	-1
maximum force	0.64	eV/A
HOMO-LUMO gap	5.72	eV

```
59
C13H21B12Br7NO4Pd ωB97M-V with the def2-TZVPD basis set
C -4.61121 -3.22400 -0.61703
H -4.07327 -3.67314 1.43542
B 1.79699 -2.42348 -2.64215
C -0.36429 3.60016 3.98403
H 2.52394 0.94445 -4.37430
C -3.88533 -3.07452 0.55546
C -4.28105 -2.49016 -1.75087
O -0.71309 1.74946 2.49374
B 1.84929 0.36156 -1.89465
Br 2.87318 1.82085 -1.11249
C 2.79246 2.01724 3.40929
H -0.71429 1.10585 4.98876
Br -0.36906 2.39145 -3.23961
B -0.57239 -0.86256 -2.82684
C 1.73361 3.81536 2.04166
Br -3.19510 -3.45451 -4.71080
Pd -1.05384 0.12168 0.25688
N -2.60045 -1.38485 -0.47157
H 0.87928 4.07301 1.41278
Br 2.58115 -1.79159 0.46172
B 1.74728 -1.30437 -1.22900
H 3.92999 -1.03266 -2.71163
B 0.33273 -2.16877 -3.61781
H 3.66144 2.17001 2.76831
H 2.75542 0.96457 3.68395
C -3.25688 -1.59273 -1.57634
O -0.73245 -1.48074 1.46408
H 1.86537 4.58254 2.80600
Br -2.21855 2.08939 -0.38944
C 0.20674 2.29333 3.47229
O 1.35705 1.51962 1.55269
B 0.26198 -2.12493 -1.85060
C -1.86409 -2.06778 1.74467
H -1.30164 3.39850 4.50438
H 2.33100 -1.79775 -4.87427
H 2.61720 3.79234 1.40368
B 2.75286 -0.95100 -2.66107
H 0.33002 4.06806 4.68669
H 0.92670 1.63523 5.41444
B 0.41273 -0.52087 -4.24035
Br -2.57285 -0.56113 -3.06000
H -4.74425 -2.64438 -2.71615
B 1.91199 0.22176 -3.66893
H -0.56975 4.29309 3.17021
C 1.54456 2.43580 2.65927
H 0.67267 0.32152 4.23736
B 0.39704 0.63406 -2.87813
Br -0.50672 -3.67904 -0.95511
B 0.25458 -0.34774 -1.34261
C 1.81345 -1.43095 -4.00318
H 2.91066 2.62104 4.31256
O -2.15025 -2.60539 2.79246
B 0.03865 1.25761 1.45711
H 2.33638 -3.47299 -2.65385
H -5.41228 -3.94964 -0.67922
H -0.08627 -3.04234 -4.28616
C -2.85734 -2.15177 0.58675
C 0.29109 1.27603 4.60283
H 0.01723 -0.26980 -5.32532
```

Here are the natural (NBO) charges for atoms 1 to 8, given in e: -0.142 0.250 -0.088 -0.625 0.103 -0.197 -0.233 -0.780

---

(3)
Here is the ion C13H21Cl2N2O2 with charge +1 from OMol25. Energies are from ωB97M-V with the def2-TZVPD basis set.

Output
energy relative to the best compared isomer or geometry (same formula, charge and spin)	0.215	eV
SMILES	COc1c(Cl)cc(Cl)cc1C[NH2+]CCNC[C@@H](C)O
charge	+1
maximum force	0.80	eV/A
HOMO-LUMO gap	9.35	eV

```
40
C13H21Cl2N2O2 ωB97M-V with the def2-TZVPD basis set
H 0.86983 0.17900 -0.21918
H 0.17807 0.24277 1.32811
N 0.03195 -0.07658 0.32755
C -0.07080 2.96003 1.98003
H -0.11703 3.97341 2.39434
H 0.42541 0.15802 3.59802
C 1.03411 -2.08297 -3.32709
C -1.14566 0.61656 -0.22806
N -1.09699 2.85401 0.98057
H -2.03606 2.87149 1.34174
H 3.65503 -1.84755 -2.03719
C -0.03228 -2.03289 -1.16938
C 0.01895 -2.90943 -3.79142
H -1.31533 0.25724 -1.24445
C -0.93166 2.15019 -0.24818
H 0.83194 -1.95462 0.78437
H -1.51534 1.23901 4.66509
H -1.86656 -3.12392 -1.00238
H 0.51064 2.43920 3.97278
H 0.03931 -3.24190 -4.81664
C -1.01940 -3.29025 -2.95824
H -2.17387 1.30051 3.02959
H 3.87392 -0.48790 -0.91231
H -0.94528 -1.89636 0.76537
C -1.05288 -2.83511 -1.64754
Cl 2.23152 -1.60328 -4.48068
H 3.51009 -0.16878 -2.62431
H -2.01802 0.36761 0.37974
C 3.32583 -0.84057 -1.78620
H 0.06915 2.36045 -0.63713
O 1.95491 -0.82423 -1.40020
C 1.03825 -1.64846 -1.99815
H -1.65269 2.56083 -0.96079
O 0.44304 0.73701 2.82708
H -1.97414 2.78812 3.96687
H 0.90244 2.84752 1.49714
Cl -2.27348 -4.30438 -3.54932
C -0.04064 -1.55579 0.26034
C -0.12852 2.00284 3.19536
C -1.53775 1.81914 3.74472
```

Here are the natural (NBO) charges for atoms 1 to 8, given in e: 0.450 0.472 -0.552 -0.239 0.216 0.500 -0.103 -0.250

---

Number 1: E_tot -26686.31837 eV, lowest unoccupied orbital energy 0.7653 eV. Number 2: E_tot -525410.40057 eV, lowest unoccupied orbital energy 0.6777 eV. Number 3: E_tot -45935.68398 eV, lowest unoccupied orbital energy -2.4593 eV.